Entry 1:
DFT (ωB97M-V with the def2-TZVPD basis set) results for 2 unconnected molecules or ions with the total composition C5H4NO2S in a non-equilibrium geometry.

```
13
Properties=species:S:1:pos:R:3:forces:R:3
S -3.2191 1.8321 -0.2996 0.192 -0.477 0.105
O -3.1374 -0.8817 -0.3196 -2.721 3.716 -0.682
O -1.3015 0.2021 0.1608 -1.596 2.144 0.303
N -0.7265 -2.6820 0.7236 -2.903 -3.526 1.363
C 1.6908 0.0010 0.0992 1.859 0.960 -0.849
C -0.2003 -1.6833 0.4061 3.193 2.697 -1.803
C 2.5712 1.1227 -0.1830 1.370 -1.990 0.586
C 0.8959 -0.9013 0.2475 -0.559 -1.651 0.808
C -2.5147 0.3055 -0.1081 0.385 -1.613 -0.515
H 3.6943 0.9125 -0.1365 -1.162 -0.058 0.269
H 2.3228 1.7544 0.6218 0.054 1.692 0.646
H -2.5257 -1.5127 -0.0645 2.447 -2.856 0.927
H 2.4501 1.5309 -1.1479 -0.559 0.962 -1.159
```
Positions in Å, forces in eV/Å.

The expectation value of S² is 2.02. Its molecular weight is 142.2 g/mol. As for the spin multiplicity: 3. Its net charge is -1. As for the HOMO-LUMO gap (spin up / spin down): 3.51 / 4.72 eV. For the HOMO energy (spin up / spin down), the calculation gives -0.3 / -4.3 eV.

Atomic partial charges in e from the natural (NBO) method, atoms 1 to 8: -0.182 -0.680 -0.416 -0.509 -0.073 0.082 -0.664 -0.204

***

Entry 2:
DFT (ωB97M-V with the def2-TZVPD basis set) results for a gas-phase ion, C5H4NO3 (charge -1) in a non-equilibrium geometry.

```
13
Properties=species:S:1:pos:R:3:forces:R:3
O -0.9216 -1.8532 2.2744 0.169 -0.399 0.110
O -0.0757 -1.3704 0.3015 1.463 -0.171 -0.454
O -2.4001 1.9200 0.1588 -0.364 0.857 -0.524
N -1.6045 0.0844 1.3733 0.919 -1.352 0.261
C -1.9556 0.9837 0.6815 0.078 0.134 -0.480
C 0.7477 0.8096 -0.5932 -0.793 0.614 2.322
C -0.7995 -1.1270 1.3122 -1.185 0.608 1.037
C 0.1526 -0.5578 -0.9389 -1.710 0.834 -0.495
C 1.6078 -0.2583 -1.1640 -0.362 -1.569 -0.046
H 0.8898 0.9460 0.5791 -0.137 0.245 -2.591
H 2.2488 -0.9167 -0.5860 0.419 0.709 0.439
H 0.2988 1.6630 -1.1878 1.069 -0.860 0.950
H 1.8114 -0.3232 -2.2108 0.435 0.351 -0.530
```
Positions in Å, forces in eV/Å.

Its molecular weight is 126.1 g/mol. As for the spin multiplicity: 1. For the energy above the lowest of the compared OMol25 structures with the same formula, charge and spin, the calculation gives 3.298 eV. Its net charge is -1. As for the HOMO-LUMO gap: 6.43 eV. For the HOMO energy, the calculation gives -2.6 eV.

Atomic partial charges in e from the natural (NBO) method, atoms 1 to 8: -0.652 -0.499 -0.550 -0.632 0.896 -0.543 0.904 -0.193

***

Entry 3:
DFT (ωB97M-V with the def2-TZVPD basis set) results for C5H4O in the gas phase in a non-equilibrium geometry.

```
10
Properties=species:S:1:pos:R:3:forces:R:3
O -0.3315 -1.5047 -1.0592 -0.923 -0.068 -1.284
C -1.3436 -0.0695 0.9143 -1.245 -2.289 0.853
C 0.5392 0.4136 0.1671 -1.827 0.949 -0.286
C -0.1466 -0.9614 0.1568 3.009 -1.521 2.489
C -0.5489 1.0881 0.6528 2.047 -1.072 -1.569
C -1.8348 -1.1958 1.3226 0.460 1.584 -0.753
H -0.8710 2.0730 0.5094 -0.155 1.439 0.638
H 1.4292 0.7176 -0.3986 -0.379 -0.138 0.489
H -1.1217 -1.0894 -1.4057 -0.324 0.051 -0.719
H 0.4055 -1.7735 0.7063 -0.662 1.065 0.141
```
Positions in Å, forces in eV/Å.

Its molecular weight is 80.1 g/mol. As for the spin multiplicity: 1. For the energy above the lowest of the compared OMol25 structures with the same formula, charge and spin, the calculation gives 4.777 eV. Its net charge is 0. As for the HOMO-LUMO gap: 9.66 eV. For the HOMO energy, the calculation gives -9.3 eV.

Atomic partial charges in e from the natural (NBO) method, atoms 1 to 8: -0.668 -0.348 -0.170 0.149 -0.200 0.093 0.231 0.228

***

Entry 4:
DFT (ωB97M-V with the def2-TZVPD basis set) results for C5H4O in the gas phase.

```
10
Properties=species:S:1:pos:R:3:forces:R:3
O -0.0639 -1.8839 0.5225 -0.052 -0.075 0.306
C -0.9989 0.2693 0.4464 0.180 -0.153 -0.731
C 2.4432 0.5105 0.2223 -0.343 -0.244 0.181
C 0.0582 -0.5398 0.5257 0.088 0.214 0.060
C -1.6088 0.7826 -0.6001 -0.122 0.087 -0.017
C 1.3781 -0.0090 0.4378 0.599 0.113 0.149
H 3.3980 0.9575 0.0578 -0.138 -0.060 0.017
H -1.1126 0.5597 -1.5449 -0.409 0.165 -0.196
H -2.5048 1.3858 -0.6338 0.014 0.098 0.249
H -1.0169 -2.0587 0.4653 0.183 -0.145 -0.017
```
Positions in Å, forces in eV/Å.

Its molecular weight is 80.1 g/mol. As for the spin multiplicity: 1. For the energy above the lowest of the compared OMol25 structures with the same formula, charge and spin, the calculation gives 3.128 eV. Its net charge is 0. As for the HOMO-LUMO gap: 9.03 eV. For the HOMO energy, the calculation gives -8.8 eV. The SMILES is C#CC(O)=C=C.

Atomic partial charges in e from the natural (NBO) method, atoms 1 to 8: -0.631 -0.099 -0.151 0.258 -0.423 -0.081 0.239 0.191

***

Entry 5:
DFT (ωB97M-V with the def2-TZVPD basis set) results for C5H4O2 in the gas phase in a non-equilibrium geometry.

```
11
Properties=species:S:1:pos:R:3:forces:R:3
O 0.5657 1.3759 3.6279 -0.435 -0.321 0.067
O -0.0632 -1.8014 2.6321 0.095 1.153 -1.643
C 0.5690 0.6207 0.0235 0.051 -0.170 0.441
C 0.8747 1.4408 1.2150 -0.084 -1.416 -1.113
C 0.6121 1.2607 2.4452 0.275 0.778 1.662
C -0.3690 -0.5515 0.4373 -0.156 0.472 -1.514
C -0.0066 -1.0635 1.7426 0.683 -0.193 2.056
H 1.4938 0.1895 -0.3714 -0.173 0.022 -0.139
H -0.4037 -1.3701 -0.2952 -0.119 -0.074 0.183
H -1.3819 -0.1557 0.5508 -0.043 -0.082 0.124
H 0.1192 1.2199 -0.7707 -0.093 -0.168 -0.125
```
Positions in Å, forces in eV/Å.

Its molecular weight is 96.1 g/mol. As for the spin multiplicity: 1. For the energy above the lowest of the compared OMol25 structures with the same formula, charge and spin, the calculation gives 4.183 eV. Its net charge is 0. As for the HOMO-LUMO gap (spin up / spin down): 5.99 / 7.32 eV. For the HOMO energy (spin up / spin down), the calculation gives -7.5 / -8.1 eV.

Atomic partial charges in e from the natural (NBO) method, atoms 1 to 8: -0.563 -0.358 -0.425 -0.318 0.424 -0.583 0.823 0.220

***

Entry 6:
DFT (ωB97M-V with the def2-TZVPD basis set) results for 2 unconnected molecules or ions with the total composition C5H4O2.

```
11
Properties=species:S:1:pos:R:3:forces:R:3
O -0.7766 2.4896 -0.1472 0.121 -0.838 0.016
O 1.8896 1.2078 0.2797 -0.637 -0.402 -0.111
C -0.5794 1.3247 -0.1204 -0.274 0.829 -0.042
C 0.8767 0.6088 0.1072 0.686 0.355 0.117
C -1.6608 0.1523 -0.2942 -0.199 0.032 -0.028
C 0.4719 -0.7996 0.0264 -0.637 -0.033 -0.112
C -0.7350 -0.9725 -0.1521 0.506 0.203 0.077
H -2.4260 0.2317 0.4833 0.094 0.010 -0.098
H -2.1465 0.2344 -1.2707 0.057 0.023 0.120
H 2.5513 -2.1374 0.0928 0.133 -0.093 0.071
H 2.4114 -2.2457 0.8136 0.149 -0.085 -0.009
```
Positions in Å, forces in eV/Å.

Its molecular weight is 96.1 g/mol. As for the spin multiplicity: 1. For the energy above the lowest of the compared OMol25 structures with the same formula, charge and spin, the calculation gives 5.065 eV. Its net charge is 0. As for the HOMO-LUMO gap: 9.32 eV. For the HOMO energy, the calculation gives -10.3 eV. The SMILES is O=C1C#CCC1=O.[H][H].

Atomic partial charges in e from the natural (NBO) method, atoms 1 to 8: -0.429 -0.443 0.553 0.429 -0.570 -0.146 0.075 0.258